No. 1
DFT (the ωB97M-V functional and the def2-TZVPD basis) results for a structure of composition C8H12O3 in a non-equilibrium geometry.

Atoms and positions in Å:
C  1.235  -0.968  0.003
C  1.321  -2.231  0.102
C  1.135  1.207  -1.626
C  1.490  1.262  -0.225
C  0.137  1.217  0.557
C  -0.394  0.146  -0.321
C  -2.615  -0.276  0.903
C  -1.660  -0.681  -0.292
O  2.142  0.051  0.178
O  -0.185  0.626  -1.674
O  0.336  0.860  1.910
H  2.422  -2.622  0.265
H  0.609  -2.924  -0.220
H  1.071  2.220  -2.140
H  1.801  0.585  -2.258
H  2.222  2.115  0.079
H  -0.217  2.228  0.490
H  -1.920  -0.433  1.794
H  -3.345  -0.952  0.926
H  -3.060  0.684  0.907
H  -2.194  -0.713  -1.202
H  -1.347  -1.648  -0.073
H  1.016  0.249  1.915

Properties
**Total charge**: 0
**Kohn-Sham gap**: 0.3634 hartree
**Energy above the lowest of the compared OMol25 structures with the same formula, charge and spin**: 97.43 kcal per mole
**Total energy**: -14628.965 eV

---

No. 2
DFT (the ωB97M-V functional and the def2-TZVPD basis) results for a structure of composition C20H44NO2P3Ti in a non-equilibrium geometry.

Atoms and positions in Å:
Ti  0.049  -0.015  -0.379
P  -1.765  -1.772  -0.558
P  0.615  0.333  -2.724
P  -2.008  1.442  0.307
H  1.697  -0.014  4.570
C  0.601  0.078  4.593
C  -0.197  -0.958  4.291
H  0.214  -1.903  3.913
C  -1.100  -3.469  -0.678
C  -2.813  -1.690  -2.047
C  -2.882  -1.978  0.877
C  2.294  1.000  -3.038
C  0.610  -1.129  -3.830
C  -0.447  1.539  -3.598
C  -2.465  1.252  2.081
C  -3.595  1.319  -0.594
C  -1.718  3.246  0.207
H  0.211  1.014  5.002
H  -1.290  -0.914  4.336
H  -0.701  -3.802  0.289
H  -0.304  -3.530  -1.431
H  -1.913  -4.142  -0.979
H  -2.192  -1.510  -2.934
H  -3.550  -0.885  -1.973
H  -3.325  -2.652  -2.162
H  -2.290  -1.917  1.801
H  -3.357  -2.966  0.833
H  -3.663  -1.213  0.914
H  2.283  2.099  -3.038
H  2.661  0.645  -4.014
H  2.994  0.656  -2.264
H  0.524  -0.784  -4.871
H  -0.228  -1.802  -3.610
H  1.553  -1.682  -3.706
H  -0.028  1.710  -4.601
H  -0.464  2.483  -3.033
H  -1.472  1.151  -3.689
H  -3.051  2.124  2.405
H  -1.570  1.166  2.716
H  -3.065  0.347  2.236
H  -4.214  2.193  -0.351
H  -4.142  0.406  -0.340
H  -3.379  1.327  -1.670
H  -2.581  3.769  0.642
H  -1.606  3.542  -0.844
H  -0.810  3.551  0.742
C  1.552  2.464  1.058
C  2.306  3.011  0.028
C  2.745  4.337  0.150
C  2.394  5.075  1.282
C  1.617  4.514  2.297
C  1.242  3.166  2.225
O  0.966  1.185  0.863
H  0.919  0.658  1.706
H  2.571  2.405  -0.841
H  3.332  4.794  -0.653
H  2.736  6.107  1.368
H  1.320  5.111  3.168
H  0.686  2.681  3.033
C  1.830  -3.628  1.701
N  2.348  -3.437  0.335
C  2.946  -4.559  -0.386
C  2.089  -2.321  -0.341
O  1.226  -1.474  0.066
H  2.216  -4.589  2.056
H  0.727  -3.652  1.705
H  2.180  -2.823  2.366
H  2.274  -4.898  -1.193
H  3.903  -4.264  -0.839
H  3.108  -5.382  0.316
H  2.646  -2.150  -1.272

Properties
**Total charge**: +3
**Kohn-Sham gap (alpha / beta)**: 0.2646 / 0.2762 hartree
**2S+1**: 2
**Energy above the lowest of the compared OMol25 structures with the same formula, charge and spin**: 0.00 kcal per mole
**Total energy**: -77996.377 eV

---

No. 3
DFT (the ωB97M-V functional and the def2-TZVPD basis) results for a structure of composition C8H12Br2Fe2O8 in a non-equilibrium geometry.

Atoms and positions in Å:
Fe  -6.723  1.112  7.654
Fe  -5.859  3.557  5.807
C  -7.023  1.392  5.032
O  -6.782  0.357  5.626
O  -6.128  2.037  4.532
O  -7.430  2.184  5.872
C  -5.407  3.295  8.412
O  -6.315  2.637  8.891
O  -5.582  4.248  7.726
O  -5.007  2.478  7.551
O  -8.503  0.506  8.789
C  -9.667  0.732  9.088
O  -10.137  1.972  9.326
C  -9.352  3.113  9.161
C  -10.243  4.349  9.397
C  -10.664  -0.371  9.319
H  -8.979  3.287  8.152
H  -8.502  3.098  9.843
H  -9.680  5.275  9.508
H  -10.945  4.314  10.230
H  -10.919  4.519  8.559
H  -11.698  -0.108  9.540
H  -10.390  -0.863  10.253
H  -10.683  -1.085  8.495
Br  -4.167  7.689  6.585
C  -3.481  6.715  8.164
C  -4.399  7.026  9.320
Br  -3.488  6.344  10.945
H  -2.503  7.162  8.343
H  -3.359  5.681  7.844
H  -5.373  6.565  9.155
H  -4.625  8.076  9.509

Properties
**Total charge**: +1
**Kohn-Sham gap (alpha / beta)**: 0.2775 / 0.2178 hartree
**2S+1**: 10
**Total energy**: -233715.323 eV